*1*
Formula: C5H11O
Source: OMol25
Level of theory: ωB97M-V with the def2-TZVPD basis set

Last column: Löwdin charge in e.
Geometry (Å):
C1 2.1354 1.1597 1.5734  -0.117
C2 1.9973 0.3413 0.1869  -0.220
C3 0.4810 0.4353 -0.4422  -0.226
C4 -0.3658 -0.8344 -0.2812  -0.234
C5 -1.8193 -0.7631 -0.9422  -0.666
O1 -2.7152 -0.4020 -0.1438  -0.289
H1 2.5444 0.5785 2.3709  0.034
H2 1.0870 1.2738 1.8094  0.045
H3 2.6168 2.1411 1.3684  0.062
H4 2.6210 0.7216 -0.6726  0.083
H5 2.1314 -0.7281 0.5305  0.087
H6 0.0067 1.2179 0.0332  0.057
H7 0.4811 0.5464 -1.5876  0.107
H8 0.1209 -1.7684 -0.6417  0.091
H9 -0.7396 -0.9397 0.7105  0.071
H10 -2.0978 -1.7041 -1.4553  0.055
H11 -1.6223 -0.1550 -1.8833  0.060

- Structure (SMILES): CCCCC[O-]
- HOMO level: -2.02 eV
- Frontier orbital gap: 5.90 eV
- Charge: -1



*2*
Formula: C5H11O
Source: OMol25
Level of theory: ωB97M-V with the def2-TZVPD basis set

Last column: Löwdin charge in e.
Geometry (Å):
C1 1.7527 -2.4920 0.2681  -0.146
C2 0.3970 -1.8099 0.1601  -0.302
C3 0.4459 -0.3567 -0.3724  -0.233
C4 -0.6779 0.4270 0.3310  -0.262
C5 -0.6581 1.9922 0.1302  -0.571
O1 -1.5583 2.5548 -0.7266  -0.405
H1 1.7703 -3.3690 0.8910  0.047
H2 2.0005 -2.8380 -0.7368  0.063
H3 2.4945 -1.7885 0.6592  0.063
H4 -0.0911 -1.8015 1.1491  0.090
H5 -0.2952 -2.4861 -0.4020  0.106
H6 0.3082 -0.1116 -1.4545  0.113
H7 1.5372 0.0614 -0.2104  0.123
H8 -0.6179 0.4632 1.4164  0.062
H9 -1.7951 0.1107 0.3229  0.129
H10 -0.6823 2.4145 1.1478  0.054
H11 0.4279 2.1501 -0.1793  0.069

- Structure (SMILES): CCCCC[O-]
- HOMO level: -1.96 eV
- Frontier orbital gap: 5.64 eV
- Charge: -1



Going by the computed energies, the most stable comes first: *2*, *1*.



*1*
Formula: C14H17N3O3S2
Source: OMol25
Level of theory: ωB97M-V with the def2-TZVPD basis set

Last column: Löwdin charge in e.
Geometry (Å):
O1 0.7055 4.5653 2.2434  0.069
C1 0.8376 3.4665 1.7832  -0.468
C2 0.8076 3.2539 0.2524  -0.275
S1 2.4413 2.4371 -0.2585  0.991
C3 1.9787 1.2096 -1.4111  -0.702
N1 2.1116 -0.0189 -1.0985  0.114
C4 1.5076 -1.1029 -1.7363  -0.345
C5 1.6449 -2.3439 -1.2084  -0.011
C6 1.1026 -3.4964 -1.8372  -0.037
C7 0.2912 -3.3388 -2.9831  -0.055
C8 -0.0142 -2.0192 -3.3802  -0.010
C9 0.6981 -0.9604 -2.7339  -0.208
S2 0.2874 0.7416 -3.1836  0.748
O2 0.2033 0.9385 -4.6448  -0.314
O3 -0.9063 1.2882 -2.4584  -0.325
N2 1.4564 1.6880 -2.6190  -0.074
N3 0.7439 2.3555 2.7013  -0.045
C10 0.4491 2.5643 4.1804  -0.101
C11 -0.4037 1.4657 4.8918  -0.157
C12 -0.2639 0.0603 4.2120  -0.207
C13 -0.5197 0.1540 2.6984  -0.112
C14 0.7325 1.0380 2.1746  -0.184
H1 -0.0035 2.5895 0.0259  0.077
H2 0.6221 4.1410 -0.3187  0.078
H3 2.1560 -2.2835 -0.2246  0.134
H4 1.5038 -4.4994 -1.4499  0.132
H5 -0.1690 -4.0314 -3.6678  0.104
H6 -0.7206 -1.8450 -4.1524  0.108
H7 1.2927 2.6715 -2.6060  0.111
H8 -0.0531 3.5176 4.3699  0.111
H9 1.4513 2.6717 4.6502  0.125
H10 -0.0467 1.4322 5.8856  0.084
H11 -1.4605 1.7943 4.9855  0.114
H12 -0.9216 -0.6677 4.6161  0.090
H13 0.7313 -0.2173 4.4601  0.093
H14 -1.5102 0.6182 2.6253  0.115
H15 -0.4642 -0.8056 2.1915  0.100
H16 0.7029 1.0763 1.1923  0.009
H17 1.6357 0.5297 2.4704  0.123

- Structure (SMILES): O=C(CSC1=Nc2ccccc2S(=O)(=O)N1)N1CCCCC1
- HOMO level: -8.95 eV
- Frontier orbital gap: 8.60 eV



*2*
Formula: C14H17N3O3S2
Source: OMol25
Level of theory: ωB97M-V with the def2-TZVPD basis set

Last column: Löwdin charge in e.
Geometry (Å):
O1 0.0149 2.5813 1.4122  0.016
O2 0.1983 -1.0209 -0.2486  -0.292
O3 -2.0004 -0.4506 -0.8864  -0.316
N1 -0.1846 -1.8373 2.7625  0.064
S1 1.0410 0.3650 3.1880  1.009
C1 0.9372 2.0103 0.8935  -0.530
C2 -0.2145 -0.5888 2.3724  -0.730
C3 -1.9939 -5.0389 2.3252  -0.091
C4 -2.6623 -4.7196 1.1585  -0.099
C5 -1.0930 -4.1165 2.9088  0.018
C6 -2.5820 -3.4621 0.4637  -0.002
C7 -0.9795 -2.8532 2.2489  -0.257
C8 -1.6753 -2.4968 1.0700  -0.164
N2 1.0821 2.3308 -0.4988  -0.011
N3 -1.1270 0.0487 1.6015  -0.034
C9 1.8568 1.1760 1.6809  -0.324
C10 0.1390 3.2535 -1.2520  -0.135
C11 2.3678 2.0539 -1.2555  -0.150
C12 -0.2994 2.6434 -2.5528  -0.191
C13 1.9638 1.3529 -2.5066  -0.182
C14 0.9056 2.1440 -3.3400  -0.197
S2 -1.1515 -0.9263 0.2537  0.729
H1 -2.2026 -6.0186 2.8172  0.119
H2 -3.3740 -5.5449 0.9410  0.110
H3 -0.5016 -4.2972 3.7710  0.100
H4 -3.0622 -3.1916 -0.4884  0.113
H5 -0.8220 0.9793 1.2347  0.088
H6 2.6931 1.7699 2.0528  0.097
H7 2.3546 0.4853 0.9737  0.088
H8 0.7265 4.1594 -1.4638  0.123
H9 -0.7569 3.4925 -0.5846  0.143
H10 3.0643 1.4957 -0.6344  0.110
H11 2.8291 2.9644 -1.5679  0.109
H12 -0.6845 3.4183 -3.1755  0.106
H13 -0.9257 1.8022 -2.2320  0.113
H14 1.4644 0.4303 -2.1290  0.112
H15 2.7511 1.0660 -3.2220  0.116
H16 0.5123 1.5647 -4.1977  0.113
H17 1.3909 2.9757 -3.8939  0.112

- HOMO level: -8.69 eV
- Frontier orbital gap: 8.60 eV



Going by the computed energies, the most stable comes first: *2*, *1*.



*1*
Formula: C2H8N5
Source: OMol25
Level of theory: ωB97M-V with the def2-TZVPD basis set

Last column: Löwdin charge in e.
Geometry (Å):
C1 0.3840 -0.9886 -1.2602  -0.097
C2 0.3643 -0.3876 0.2187  -0.128
N1 1.4339 -1.8502 -1.3455  0.082
N2 2.3860 -2.1135 -0.8106  0.417
N3 1.4762 -0.2156 0.7059  -0.078
N4 -2.4112 0.9870 -0.2316  0.050
N5 1.6905 0.4872 1.8253  0.047
H1 -0.6031 -1.3701 -1.4341  0.134
H2 0.5614 -0.1501 -1.8763  0.136
H3 -0.5544 0.2204 0.3624  0.089
H4 -3.1809 0.9498 -0.8450  0.026
H5 -2.8361 0.6097 0.5960  0.039
H6 0.8775 1.2350 1.9558  0.173
H7 2.6579 0.7137 2.0426  0.111
H8 -2.2460 1.8728 0.0965  -0.001

- HOMO level: -13.60 eV
- Frontier orbital gap: 7.74 eV
- Charge: +1



*2*
Formula: C2H8N5
Source: OMol25
Level of theory: ωB97M-V with the def2-TZVPD basis set

Last column: Löwdin charge in e.
Geometry (Å):
C1 0.7906 -1.3781 -0.5126  -0.092
C2 -0.2158 0.6382 0.1178  -0.130
N1 -1.9911 -0.4368 0.1239  0.151
N2 1.9555 -1.9413 -0.7895  0.180
N3 -1.6841 2.0813 0.8287  0.008
N4 -0.5162 1.8486 0.4072  -0.126
N5 0.8883 -0.0740 -0.2477  0.085
H1 -0.1543 -1.8537 -0.5572  0.136
H2 -2.5940 0.3010 0.4121  -0.021
H3 2.0658 -2.9226 -1.0487  0.154
H4 2.7504 -1.3654 -0.7172  0.108
H5 -1.6192 -1.0207 0.8980  0.032
H6 -1.7034 3.1202 0.9992  0.092
H7 0.1541 2.6407 0.4462  0.201
H8 1.8733 0.3624 -0.3604  0.223

- HOMO level (spin up / spin down): -11.42 / -11.45 eV
- Frontier orbital gap (spin up / spin down): 7.14 / 7.18 eV
- Charge: +1



*3*
Formula: C2H8N5
Source: OMol25
Level of theory: ωB97M-V with the def2-TZVPD basis set

Last column: Löwdin charge in e.
Geometry (Å):
C1 -0.7291 -0.0070 -1.2289  -0.006
C2 0.3351 -0.1418 -0.1648  -0.444
N1 -0.3800 -0.9430 1.1030  0.229
N2 1.3869 -1.0961 -0.6010  0.057
N3 2.4821 -0.6213 -0.2290  -0.001
N4 2.4198 0.6066 0.1378  -0.015
N5 1.0825 1.0012 0.3663  0.094
H1 -1.6190 0.4972 -0.9862  0.072
H2 -0.9740 -1.0064 -1.5004  0.082
H3 -0.2683 0.4443 -2.1449  0.127
H4 0.1495 -0.7981 1.9368  0.128
H5 -0.3703 -2.0135 0.9619  0.195
H6 -1.3122 -0.4894 1.0382  0.153
H7 3.2516 1.0085 0.6109  0.188
H8 0.7975 1.9249 0.5816  0.141

- Structure (SMILES): C[C@@]1([NH3+])N=NNN1
- HOMO level: -13.41 eV
- Frontier orbital gap: 9.97 eV
- Charge: +1



*4*
Formula: C2H8N5
Source: OMol25
Level of theory: ωB97M-V with the def2-TZVPD basis set

Last column: Löwdin charge in e.
Geometry (Å):
C1 -0.6211 -0.8400 0.0916  -0.300
C2 -1.7374 -1.4007 -0.7800  0.035
N1 2.0076 3.1648 0.3413  0.046
N2 1.1390 2.6572 -0.1667  0.073
N3 -0.8697 -0.5324 1.3670  0.227
N4 1.4838 0.0696 0.1006  0.089
N5 0.5816 -0.6603 -0.4681  -0.027
H1 -1.6363 -1.2998 -1.8514  0.096
H2 -2.5498 -0.7940 -0.6877  0.064
H3 -1.7123 -2.4542 -0.5296  0.109
H4 2.2359 4.0565 0.5754  0.054
H5 -1.5035 -1.0657 1.9086  0.132
H6 -0.0457 -0.0305 1.7339  0.127
H7 2.4120 0.1816 -0.2068  0.064
H8 0.8158 -1.0522 -1.4281  0.213

- HOMO level (spin up / spin down): -11.06 / -13.08 eV
- Frontier orbital gap (spin up / spin down): 5.79 / 9.86 eV
- Charge: +1



Going by the computed energies, the most stable comes first: *3*, *1*, *4*, *2*.



*1*
Formula: C4N2
Source: OMol25
Level of theory: ωB97M-V with the def2-TZVPD basis set

Last column: Löwdin charge in e.
Geometry (Å):
N1 1.1806 2.1476 -2.0179  0.184
C1 0.6594 1.3588 -1.3329  -0.207
C2 0.1666 0.4441 -0.4152  0.010
C3 -0.2835 -0.3799 0.3916  0.032
C4 -0.7461 -1.3935 1.2738  -0.196
N2 -0.9770 -2.1772 2.1006  0.177

- Structure (SMILES): N#CC#CC#N
- HOMO level: -11.52 eV
- Frontier orbital gap: 10.33 eV



*2*
Formula: C4N2
Source: OMol25
Level of theory: ωB97M-V with the def2-TZVPD basis set

Last column: Löwdin charge in e.
Geometry (Å):
C1 0.4798 -0.3614 0.2208  -0.039
C2 0.5431 -1.5616 0.7128  -0.229
C3 0.3015 -2.7366 1.1499  0.110
N1 -1.2724 2.2737 -1.1163  0.279
C4 0.4436 0.8162 -0.2573  -0.043
N2 -0.4956 1.5696 -0.7099  -0.078

- HOMO level: -9.88 eV
- Frontier orbital gap: 8.14 eV



Going by the computed energies, the most stable comes first: *1*, *2*.